A 8-piece molecular cluster, C29H57N5O7 overall, computed with the ωB97M-V functional and the def2-TZVPD basis.

Geometry as XYZ:
```
98
C29H57N5O7 | OMol25 | the ωB97M-V functional and the def2-TZVPD basis
C 19.640 8.005 22.771
N 18.296 8.258 22.238
C 17.430 9.137 22.779
C 16.176 9.394 21.979
O 17.599 9.676 23.863
H 19.807 8.421 23.757
H 20.360 8.272 22.001
H 19.642 6.918 22.905
H 18.166 7.953 21.288
H 16.282 10.198 21.251
H 15.355 9.667 22.639
H 15.831 8.507 21.438
C 28.264 12.237 21.486
N 27.543 11.778 22.647
C 27.228 12.570 23.696
C 26.347 11.902 24.751
O 27.588 13.730 23.816
H 28.507 13.292 21.623
H 27.774 12.157 20.516
H 29.241 11.749 21.422
H 27.152 10.856 22.592
H 26.838 12.177 25.685
H 26.452 10.816 24.692
H 25.319 12.242 24.702
C 27.502 7.186 26.124
N 26.083 7.115 25.853
C 25.536 7.633 24.727
C 24.089 7.278 24.467
O 26.163 8.383 23.990
H 27.662 7.124 27.204
H 27.896 8.169 25.878
H 28.036 6.371 25.641
H 25.466 6.642 26.489
H 23.493 8.185 24.438
H 23.707 6.650 25.277
H 23.988 6.700 23.552
C 22.038 9.327 17.772
N 21.203 10.473 18.038
C 19.982 10.338 18.623
C 19.258 11.633 18.946
O 19.507 9.259 18.931
H 21.739 8.429 18.298
H 23.063 9.523 18.102
H 22.154 9.156 16.698
H 21.529 11.397 17.823
H 19.545 12.485 18.331
H 19.449 11.885 19.989
H 18.202 11.424 18.785
C 29.630 8.312 21.134
C 28.246 8.221 21.068
C 27.677 7.016 20.703
N 28.380 5.920 20.405
C 29.699 5.982 20.592
C 30.361 7.153 20.928
H 30.124 9.267 21.255
H 27.625 9.051 21.376
H 26.604 6.876 20.639
H 30.230 5.050 20.438
H 31.438 7.158 21.029
C 20.795 11.720 27.416
C 21.505 12.758 28.279
C 22.989 12.402 28.069
O 23.044 11.614 26.883
C 21.771 11.664 26.248
H 19.786 12.048 27.167
H 20.734 10.717 27.840
H 21.203 12.810 29.324
H 21.307 13.747 27.856
H 23.325 11.783 28.904
H 23.610 13.296 28.001
H 21.643 10.775 25.628
H 21.655 12.536 25.591
C 25.434 14.415 20.395
C 25.728 15.399 21.509
C 25.708 16.759 20.809
O 26.042 16.490 19.440
C 26.107 15.096 19.192
H 24.386 14.199 20.196
H 26.001 13.506 20.604
H 26.744 15.200 21.864
H 25.129 15.244 22.406
H 26.425 17.431 21.275
H 24.699 17.176 20.764
H 27.151 14.769 19.103
H 25.637 14.809 18.249
C 24.974 10.179 21.277
C 23.839 11.124 21.620
C 22.899 10.192 22.418
O 23.079 8.921 21.799
C 24.177 8.941 20.905
H 25.551 9.988 22.181
H 25.682 10.518 20.519
H 23.283 11.417 20.726
H 24.145 12.018 22.164
H 21.873 10.545 22.294
H 23.119 10.172 23.489
H 23.696 9.056 19.926
H 24.809 8.057 20.826
```

The spin multiplicity is 1. The calculation puts the frontier orbital gap at 9.6 eV. The molar mass is 587.8 Da. As for the structure (SMILES): CNC(C)=O.CNC(C)=O.CNC(C)=O.CNC(C)=O.c1ccncc1.C1CCOC1.C1CCOC1.C1CCOC1. The value obtained for the highest occupied orbital energy is -9.3 eV. The lowest unoccupied orbital energy is 0.3 eV.

***

A 2-piece molecular cluster, C4H11NO overall, computed with the ωB97M-V functional and the def2-TZVPD basis.

Geometry as XYZ:
```
17
C4H11NO | OMol25 | the ωB97M-V functional and the def2-TZVPD basis
C 1.061 0.964 -0.468
C 0.437 -0.349 0.020
C 0.913 -1.659 -0.661
C -0.379 -0.420 1.060
N -0.805 0.736 1.937
H 0.483 1.476 -1.235
H 1.246 1.694 0.330
H 1.924 0.474 -1.195
H 1.841 -2.055 -0.432
H 0.234 -2.514 -0.392
H 1.100 -1.540 -1.732
H -0.869 -1.414 1.317
H -1.311 0.157 2.481
H 0.073 0.825 2.491
O -1.967 1.597 -1.271
H -1.465 1.070 -0.631
H -2.517 0.960 -1.620
```

The spin multiplicity is 1. The calculation puts the frontier orbital gap at 9.7 eV. The molar mass is 89.1 Da. As for the structure (SMILES): CC(C)=CN.O. The value obtained for the highest occupied orbital energy is -8.9 eV. The lowest unoccupied orbital energy is 0.8 eV.